Here is a molecular structure, C31H25Co2N2O7 at a distorted geometry from the OMol25 dataset. Energies are from wB97M-V/def2-TZVPD.

## Properties
E_tot	-125108.632	eV
lowest unoccupied orbital energy	1.73	eV
frontier orbital gap	0.08827	Eh
relative energy (zero: lowest compared OMol25 entry of this formula, charge and spin)	282.1	kJ/mol
F_max	0.1255	Eh/bohr

ORCA input file:
```
! RIJCOSX wB97M-V def2-TZVPD def2/J DEFGRID3
* xyz -1 1
O 0.099 -5.792 -0.530
C -0.801 -5.121 -0.513
Co -2.171 -4.030 -0.399
C -2.254 -3.558 -2.110
O -2.232 -3.350 -3.207
C -3.450 -5.216 -0.203
O -4.226 -6.062 -0.136
C -1.600 -3.071 1.254
C -1.080 -3.881 2.407
C -1.862 -4.981 2.792
C -1.371 -5.876 3.733
C -0.144 -5.627 4.339
C 0.588 -4.470 4.059
C 0.110 -3.557 3.113
C -1.295 -1.798 1.015
C -0.246 -1.145 0.505
Co -2.980 -2.037 0.887
C -4.281 -3.072 1.320
O -5.236 -3.587 1.663
C -3.507 -1.612 -0.800
O -4.059 -1.165 -1.708
C -3.495 -0.593 1.815
O -3.898 0.294 2.373
H -2.834 -5.112 2.312
H -1.962 -6.731 3.958
H 0.244 -6.357 5.063
H 1.520 -4.263 4.552
H 0.650 -2.631 2.892
H -0.873 -0.442 -0.227
H 0.777 -1.741 0.606
C 1.485 2.669 1.677
N 2.123 2.085 0.482
C 1.681 2.228 -0.835
H -0.050 -0.204 0.862
C 0.286 2.598 -1.139
C -1.092 2.157 -1.173
C -2.028 3.054 -1.647
C -1.619 4.336 -2.106
O -2.572 5.172 -2.569
C -2.140 6.468 -3.049
C -0.268 4.746 -2.089
C 0.632 3.874 -1.591
N 2.354 1.234 -1.491
C 1.985 0.731 -2.827
C 3.648 1.201 -0.933
C 3.496 1.776 0.382
C 4.488 2.531 0.958
C 5.691 2.643 0.235
C 5.833 2.089 -1.055
C 4.786 1.392 -1.680
H 2.268 2.833 2.414
H 0.987 3.607 1.433
H 0.724 2.002 2.150
H -1.480 1.151 -0.862
H -3.085 2.825 -1.697
H -3.071 6.934 -3.354
H -1.659 7.053 -2.255
H -1.458 6.374 -3.903
H 0.132 5.673 -2.420
H 1.706 4.125 -1.546
H 2.908 0.393 -3.292
H 1.272 -0.128 -2.799
H 1.517 1.531 -3.403
H 4.288 3.033 1.911
H 6.532 3.168 0.689
H 6.777 2.192 -1.590
H 4.791 1.038 -2.715
*
```

Here is 2 unconnected molecules or ions with the total composition C31H25F8N3O3S at a distorted geometry from the OMol25 dataset. Energies are from wB97M-V/def2-TZVPD.

## Properties
E_tot	-75736.622	eV
lowest unoccupied orbital energy	-2.58	eV
frontier orbital gap	0.14074	Eh
relative energy (zero: lowest compared OMol25 entry of this formula, charge and spin)	8.7	kJ/mol
F_max	0.0533	Eh/bohr

ORCA input file:
```
! RIJCOSX wB97M-V def2-TZVPD def2/J DEFGRID3
* xyz 0 1
F -4.515 5.332 1.691
C -3.254 4.945 1.975
F -2.508 5.057 0.842
F -2.731 5.784 2.883
S -3.277 3.174 2.619
C -1.674 2.599 2.184
C -1.005 1.716 3.077
C 0.403 1.771 3.302
C 1.006 0.919 4.204
C 0.245 -0.064 4.866
C 0.847 -1.011 5.759
N 1.262 -1.784 6.534
C -1.136 -0.134 4.656
C -1.761 0.743 3.790
O -3.460 3.285 4.044
O -4.250 2.433 1.832
H -1.114 3.270 1.540
H 0.963 2.540 2.776
H 2.072 1.016 4.409
H -1.706 -0.900 5.194
H -2.838 0.691 3.637
C 2.200 -3.210 -4.064
N 1.646 -2.621 -2.873
C 1.824 -3.216 -1.654
O 2.361 -4.299 -1.461
C 1.170 -2.302 -0.609
C 2.185 -1.708 0.363
C 2.890 -2.790 1.121
C 4.200 -3.155 0.813
F 4.877 -2.459 -0.138
C 4.822 -4.240 1.417
F 6.070 -4.601 1.057
C 4.142 -4.958 2.401
F 4.735 -6.008 2.996
C 2.857 -4.572 2.780
F 2.219 -5.227 3.771
C 2.243 -3.506 2.129
F 0.970 -3.172 2.485
N 0.503 -1.294 -1.442
C -0.227 -0.324 -0.867
C -0.816 0.716 -1.574
C -1.716 1.628 -1.034
C -2.412 2.613 -1.834
C -3.385 3.474 -1.268
C -4.034 4.446 -2.008
C -3.853 4.501 -3.394
C -2.920 3.647 -3.998
C -2.179 2.758 -3.233
C 0.840 -1.397 -2.882
C 1.702 -0.217 -3.370
C -0.397 -1.581 -3.775
H 2.862 -4.031 -3.774
H 1.408 -3.603 -4.710
H 2.773 -2.467 -4.626
H 0.424 -2.894 -0.038
H 2.916 -1.116 -0.209
H 1.646 -1.051 1.058
H -0.369 -0.393 0.217
H -0.567 0.793 -2.627
H -1.924 1.557 0.036
H -3.611 3.355 -0.212
H -4.689 5.161 -1.511
H -4.430 5.210 -3.991
H -2.772 3.697 -5.073
H -1.412 2.165 -3.728
H 2.638 -0.174 -2.798
H 1.935 -0.357 -4.431
H 1.190 0.741 -3.260
H -0.849 -2.559 -3.572
H -1.151 -0.812 -3.590
H -0.106 -1.530 -4.829
*
```

Here is a molecular structure, C31H25GeN2O3Zn from the OMol25 dataset. Energies are from wB97M-V/def2-TZVPD.

## Properties
E_tot	-146609.402	eV
lowest unoccupied orbital energy (spin up / spin down)	-0.36 / -2.24	eV
frontier orbital gap (spin up / spin down)	0.26264 / 0.20400	Eh
expectation value of S²	0.785
F_max	0.0117	Eh/bohr

ORCA input file:
```
! RIJCOSX wB97M-V def2-TZVPD def2/J DEFGRID3
* xyz 0 2
Zn 0.261 -0.295 0.099
O 3.659 -1.929 2.721
C 2.844 -2.314 3.733
C 3.308 -3.160 4.737
C 2.480 -3.554 5.769
C 1.162 -3.109 5.819
C 0.705 -2.271 4.824
C 1.525 -1.854 3.766
C 0.955 -0.997 2.715
O 1.583 -0.712 1.692
N -0.331 -0.518 2.954
N -0.765 0.069 1.872
C -1.937 0.685 1.946
C -2.450 1.440 0.888
C -3.766 1.973 1.075
C -4.370 2.751 0.146
C -3.665 3.064 -1.051
C -2.413 2.597 -1.279
C -1.735 1.754 -0.337
O -0.561 1.361 -0.631
H 4.530 -2.318 2.867
H 4.334 -3.508 4.697
H 2.864 -4.212 6.537
H 0.503 -3.416 6.617
H -0.318 -1.925 4.834
H -2.499 0.605 2.872
H -4.281 1.721 1.995
H -5.367 3.132 0.308
H -4.142 3.690 -1.794
H -1.876 2.834 -2.187
C 1.737 -3.576 -0.690
Ge 0.052 -2.584 -0.645
C -0.933 -2.987 -2.281
C -1.315 -1.986 -3.171
C -2.026 -2.281 -4.327
C -2.367 -3.594 -4.613
C -1.994 -4.606 -3.740
C -1.284 -4.302 -2.587
C -0.951 -3.329 0.883
C -0.342 -4.211 1.736
C -0.974 -4.673 2.919
C -2.214 -4.227 3.249
C -2.892 -3.305 2.408
C -4.178 -2.815 2.747
C -4.829 -1.930 1.938
C -4.217 -1.493 0.743
C -2.976 -1.945 0.399
C -2.268 -2.865 1.219
H 1.558 -4.649 -0.776
H 2.326 -3.379 0.204
H 2.314 -3.252 -1.556
H -1.056 -0.953 -2.959
H -2.314 -1.487 -5.003
H -2.923 -3.828 -5.511
H -2.261 -5.632 -3.957
H -1.014 -5.106 -1.912
H 0.658 -4.568 1.520
H -0.457 -5.374 3.563
H -2.705 -4.566 4.153
H -4.638 -3.161 3.665
H -5.813 -1.569 2.204
H -4.733 -0.795 0.096
H -2.524 -1.604 -0.523
*
```

Here is a molecular structure, C31H26BCrN10O2 at a distorted geometry from the OMol25 dataset. Energies are from wB97M-V/def2-TZVPD.

## Properties
E_tot	-80658.677	eV
lowest unoccupied orbital energy (spin up / spin down)	-3.38 / -3.46	eV
frontier orbital gap (spin up / spin down)	0.18086 / 0.28289	Eh
expectation value of S²	6.096
relative energy (zero: lowest compared OMol25 entry of this formula, charge and spin)	151.1	kJ/mol
F_max	0.0852	Eh/bohr

ORCA input file:
```
! RIJCOSX wB97M-V def2-TZVPD def2/J DEFGRID3
* xyz 1 5
Cr 11.456 13.345 9.808
C 11.372 14.766 13.982
C 10.992 14.239 12.782
N 11.859 13.930 11.780
C 13.184 14.106 12.024
C 13.595 14.618 13.263
N 12.717 14.917 14.232
C 14.053 13.694 10.901
C 15.395 13.943 10.951
C 16.197 13.547 9.820
C 15.594 13.131 8.695
C 14.137 13.005 8.594
N 13.403 13.224 9.710
C 13.269 12.761 7.513
C 13.639 12.269 6.259
N 12.841 11.865 5.353
C 11.461 11.907 5.631
C 11.036 12.500 6.806
N 11.936 12.862 7.774
C 17.706 13.549 9.906
C 18.452 13.850 8.793
C 19.865 13.621 8.791
N 20.416 12.974 9.785
C 19.716 12.741 10.876
C 18.353 12.937 10.998
H 10.648 14.936 14.747
H 9.921 14.061 12.674
H 14.638 14.646 13.542
H 15.814 14.191 11.903
H 16.242 12.761 7.843
H 14.698 12.164 6.071
H 10.723 11.561 4.904
H 9.979 12.779 6.915
H 17.893 14.281 7.887
H 20.421 13.764 7.883
H 20.218 12.214 11.732
H 17.798 12.714 11.896
O 12.911 16.199 9.720
B 11.753 15.507 9.535
O 10.678 16.355 9.133
C 11.264 17.654 9.101
C 10.624 18.840 8.912
C 11.485 19.908 8.887
C 12.833 19.828 9.138
C 13.451 18.629 9.435
C 12.603 17.552 9.455
H 9.571 18.945 8.708
H 11.082 20.907 8.746
H 13.377 20.767 9.195
H 14.469 18.658 9.860
N 8.570 14.563 9.815
C 7.264 14.269 9.937
C 7.153 12.891 9.896
C 8.462 12.439 9.879
N 9.341 13.483 9.801
H 9.056 15.430 9.792
H 6.543 15.122 9.901
H 6.287 12.289 9.732
H 8.863 11.453 9.947
C 11.223 7.646 9.876
N 11.057 8.976 10.428
C 10.378 9.306 11.549
C 10.456 10.658 11.697
N 11.191 11.189 10.651
C 11.567 10.117 9.938
H 10.430 7.019 10.318
H 12.140 7.130 10.170
H 11.120 7.793 8.789
H 9.916 8.646 12.216
H 10.006 11.141 12.552
H 11.967 10.129 8.912
*
```

Here is a molecular structure, C31H26BaClN6O7S2Se2 at a distorted geometry from the OMol25 dataset. Energies are from wB97M-V/def2-TZVPD.

## Properties
E_tot	-221416.315	eV
lowest unoccupied orbital energy	1.99	eV
frontier orbital gap	0.23148	Eh
relative energy (zero: lowest compared OMol25 entry of this formula, charge and spin)	150.4	kJ/mol
F_max	0.0447	Eh/bohr

ORCA input file:
```
! RIJCOSX wB97M-V def2-TZVPD def2/J DEFGRID3
* xyz -1 1
Ba -0.153 -0.668 0.094
S -1.428 3.503 3.166
C -2.797 2.768 2.457
C -2.445 1.710 1.670
C -1.021 1.436 1.574
C -0.359 2.337 2.363
C 1.114 2.397 2.618
C 1.707 3.317 3.505
C 3.080 3.324 3.686
C 3.873 2.417 2.993
C 3.225 1.543 2.139
N 1.890 1.519 1.942
H -3.797 3.170 2.657
H -3.206 1.088 1.187
H 1.080 4.020 4.050
H 3.534 4.040 4.367
H 4.952 2.388 3.109
H 3.801 0.817 1.562
O 6.305 -3.623 2.814
C 5.262 -3.166 3.686
C 4.125 -2.648 2.863
C 2.871 -2.519 3.431
C 1.845 -1.980 2.676
N 2.024 -1.570 1.403
C 3.236 -1.710 0.850
C 4.309 -2.247 1.544
C 3.396 -1.206 -0.561
C 4.246 -1.827 -1.450
C 4.366 -1.327 -2.738
C 5.295 -1.978 -3.720
O 6.682 -1.788 -3.366
C 3.638 -0.204 -3.084
C 2.795 0.372 -2.139
N 2.669 -0.114 -0.886
H 7.019 -3.962 3.347
H 5.617 -2.362 4.324
H 4.903 -3.962 4.330
H 2.684 -2.825 4.461
H 0.836 -1.865 3.090
H 5.285 -2.330 1.083
H 4.788 -2.723 -1.158
H 5.093 -1.601 -4.715
H 5.140 -3.050 -3.727
H 6.832 -0.847 -3.257
H 3.698 0.214 -4.090
H 2.186 1.247 -2.392
Se -1.962 2.388 -3.542
Se -3.242 1.860 -1.686
C -3.560 -0.025 -1.991
C -4.577 -0.422 -2.853
C -4.880 -1.777 -2.944
C -4.164 -2.689 -2.183
C -3.148 -2.220 -1.364
N -2.845 -0.902 -1.260
C -0.469 3.222 -2.605
C 0.274 4.174 -3.302
C 1.287 4.842 -2.627
C 1.543 4.543 -1.298
C 0.760 3.576 -0.681
N -0.241 2.927 -1.322
H -5.116 0.317 -3.420
H -5.682 -2.113 -3.592
H -4.386 -3.754 -2.217
H -2.545 -2.905 -0.768
H 0.044 4.397 -4.336
H 1.867 5.606 -3.138
H 2.322 5.059 -0.743
H 0.921 3.290 0.361
O 1.039 -2.351 -1.818
S 0.338 -1.561 -2.892
N -0.349 -0.322 -2.495
O -2.712 -3.725 2.571
Cl -2.112 -2.463 2.168
O -1.335 -1.872 3.258
O -3.120 -1.519 1.699
O -1.159 -2.720 1.026
*
```

Here is a molecular structure, C31H26BrCrF6N3O4P from the OMol25 dataset. Energies are from wB97M-V/def2-TZVPD.

## Properties
E_tot	-169295.853	eV
lowest unoccupied orbital energy (spin up / spin down)	-1.15 / -1.14	eV
frontier orbital gap (spin up / spin down)	0.25251 / 0.25322	Eh
expectation value of S²	0.756
F_max	0.0110	Eh/bohr

ORCA input file:
```
! RIJCOSX wB97M-V def2-TZVPD def2/J DEFGRID3
* xyz 0 2
Cr 0.830 0.350 1.079
Br -3.758 6.088 2.007
C -2.363 4.827 1.791
C -1.058 5.284 1.536
C -0.030 4.397 1.374
C -0.250 2.999 1.452
O 0.767 2.209 1.279
C -1.566 2.553 1.704
C -1.920 1.162 1.769
N -1.113 0.171 1.574
C -1.594 -1.177 1.574
C -2.892 -1.590 1.738
C -3.211 -2.969 1.687
C -2.239 -3.909 1.485
C -0.888 -3.510 1.322
C 0.185 -4.416 1.137
C 1.459 -3.948 1.011
C 1.675 -2.552 1.019
N 0.691 -1.695 1.165
C -0.584 -2.146 1.351
C -2.611 3.487 1.881
H -0.873 6.347 1.468
H 0.978 4.735 1.181
H -2.967 0.962 1.991
H -3.696 -0.887 1.905
H -4.242 -3.267 1.812
H -2.484 -4.962 1.444
H -0.023 -5.478 1.103
H 2.303 -4.612 0.889
H 2.666 -2.133 0.910
H -3.611 3.123 2.082
C -1.722 4.003 -3.630
O -0.310 4.099 -3.750
C 0.443 3.258 -3.015
C 1.833 3.472 -3.103
C 2.672 2.688 -2.367
C 2.185 1.687 -1.496
C 3.070 0.898 -0.681
C 4.521 0.711 -1.007
O 2.668 0.275 0.326
C 0.787 1.467 -1.443
O 0.250 0.514 -0.706
C -0.072 2.253 -2.221
H -2.126 4.807 -4.237
H -2.029 4.132 -2.590
H -2.080 3.043 -4.007
H 2.200 4.261 -3.741
H 3.735 2.870 -2.426
H 4.963 1.543 -1.545
H 4.598 -0.171 -1.650
H 5.070 0.521 -0.089
H -1.131 2.056 -2.147
F 1.148 0.142 3.080
P 2.634 0.279 4.025
F 1.860 1.317 4.955
F 3.288 -0.792 2.996
F 3.074 1.464 3.042
F 3.970 0.372 4.867
F 2.072 -0.942 4.897
N 0.669 -2.053 -2.105
C -0.377 -2.957 -2.088
C -1.689 -2.499 -1.931
C -2.742 -3.393 -1.882
C -2.523 -4.761 -1.992
C -1.222 -5.217 -2.157
C -0.158 -4.332 -2.203
H 0.446 -1.156 -1.692
H 1.579 -2.421 -1.887
H -1.864 -1.435 -1.829
H -3.748 -3.014 -1.754
H -3.350 -5.456 -1.960
H -1.026 -6.278 -2.251
H 0.852 -4.702 -2.324
*
```